No. 1
C8H16O2 | ωB97M-V/def2-TZVPD

ORCA input file:
```
! wB97M-V def2-TZVPD RIJCOSX def2/J DEFGRID3
* xyz 0 1
C -0.33457 -0.58596 0.24222
C 0.93132 0.03305 0.76448
C -0.56697 0.85251 -0.19848
C -0.15309 -1.59157 -0.87583
C -1.25705 -1.07446 1.31028
C 2.02978 0.05903 -0.33588
C 1.12701 0.68483 2.07247
C -1.35377 1.24880 -2.35265
O -1.22918 1.71954 0.60921
O -0.25051 1.28025 -1.43430
H -0.50135 -1.33540 -1.92584
H -0.77706 -2.46824 -0.62751
H 0.75443 -2.11254 -0.96087
H -2.24284 -1.19015 0.91427
H -1.27553 -0.54166 2.21083
H -0.91466 -2.09424 1.62647
H 1.70406 0.54885 -1.19597
H 2.14817 -0.88612 -0.65161
H 2.94906 0.46523 0.05599
H 2.04578 0.46480 2.62360
H 0.34640 0.33065 2.66819
H 1.05538 1.74276 2.08362
H -1.07164 1.69048 -3.23212
H -2.33716 1.51409 -1.97645
H -1.48550 0.22098 -2.74927
H -0.66252 2.41309 0.91972
*
```

Relative energy (zero: lowest compared OMol25 entry of this formula, charge and spin) in kJ/mol: 454.6
Lowest unoccupied orbital energy in hartree: 0.0322
Orbital gap in eV: 7.9
HOMO energy in eV: -7.05

No. 2
C8H16Se2 | ωB97M-V/def2-TZVPD

ORCA input file:
```
! wB97M-V def2-TZVPD RIJCOSX def2/J DEFGRID3
* xyz 0 1
C -1.98556 -2.07040 2.13421
Se -0.85933 -2.20198 0.49966
C 0.59237 -0.82062 0.74820
C 1.91067 -1.11935 0.01824
C 1.75555 -1.12542 -1.52086
C 1.23095 0.28989 -1.95948
C -0.02624 0.58763 -1.25904
C 0.12950 0.70880 0.27786
Se -1.49995 1.29258 1.24015
C -1.69483 3.06317 0.33438
H -2.48590 -1.19736 2.39839
H -2.77760 -2.72451 1.75610
H -1.58265 -2.59855 3.09700
H 0.83887 -0.85351 1.73792
H 2.19391 -2.17036 0.50935
H 2.52357 -0.18132 0.30734
H 0.92699 -1.74364 -1.76872
H 2.80095 -1.30008 -1.87403
H 2.13619 1.00642 -1.74559
H 1.12659 0.32455 -3.02463
H -0.43985 1.66358 -1.59118
H -0.78146 -0.19682 -1.44681
H 1.01893 1.22056 0.55630
H -0.59348 3.30554 0.23728
H -2.31494 2.98199 -0.51921
H -2.14325 3.85922 0.85721
*
```

SMILES: C[Se][C@H]1CCCC[C@H]1[Se]C
Relative energy (zero: lowest compared OMol25 entry of this formula, charge and spin) in kJ/mol: 0.0
Lowest unoccupied orbital energy in hartree: 0.0268
Orbital gap in eV: 8.8
HOMO energy in eV: -8.12

No. 3
C8H16Si | ωB97M-V/def2-TZVPD

ORCA input file:
```
! wB97M-V def2-TZVPD RIJCOSX def2/J DEFGRID3
* xyz 0 3
C 3.49195 -1.38539 -0.72390
C 2.54748 -0.58886 -0.82026
C 4.81273 -1.92900 -1.02225
C -2.66977 -0.61323 -0.40368
C -2.16995 1.55269 0.61620
C -0.91719 0.83265 -1.36794
C 0.56920 0.07506 2.61282
C -1.53226 0.42709 -0.05239
Si -0.18155 -0.53144 0.99934
H 5.34884 -1.99545 -0.07164
H 4.92488 -2.82118 -1.59830
H 5.36724 -1.20185 -1.71116
H -3.38041 -0.19239 -1.13494
H -2.33157 -1.60761 -0.83199
H -3.38027 -1.01073 0.39157
H -2.87270 1.40506 1.43816
H -2.68042 2.09187 -0.24043
H -1.64187 2.37558 0.97692
H -1.44001 1.61105 -1.91420
H 0.14184 1.15938 -1.29257
H -0.96894 -0.09262 -2.06463
H 1.64996 0.28450 2.29983
H 0.13858 0.96688 2.92453
H 0.48679 -0.76486 3.31695
H -0.49918 -2.00548 0.87730
*
```

Relative energy (zero: lowest compared OMol25 entry of this formula, charge and spin) in kJ/mol: 300.3
Lowest unoccupied orbital energy (spin up / spin down) in hartree: 0.0239 / -0.1063
Orbital gap (spin up / spin down) in eV: 6.5 / 6.5
⟨S²⟩: 2.01
HOMO energy (spin up / spin down) in eV: -5.89 / -9.40

No. 4
C8H17AlNO | ωB97M-V/def2-TZVPD

ORCA input file:
```
! wB97M-V def2-TZVPD RIJCOSX def2/J DEFGRID3
* xyz -1 1
C 5.00326 0.59720 0.68465
C 4.15332 1.62764 -0.04946
C 3.22659 2.45101 0.86640
O 1.86967 2.37920 0.51742
C 1.24764 1.12621 0.86743
Al -0.70059 0.94505 0.32442
H 5.51397 -0.07308 -0.01089
H 4.37419 -0.01342 1.33602
H 5.76719 1.06792 1.30893
H 4.80407 2.30522 -0.61065
H 3.51927 1.13443 -0.78746
H 3.35728 2.12642 1.91430
H 3.48915 3.51332 0.82282
H 1.81950 0.30243 0.40522
H 1.35190 0.98324 1.95877
H -1.22731 -0.39626 1.11420
H -1.58415 2.24099 0.77684
H -0.84385 0.67817 -1.28728
N -4.26861 -3.37655 -1.29791
C -5.52641 -2.90308 -1.02908
C -5.41354 -1.56733 -0.74243
C -4.03626 -1.22301 -0.83592
C -3.35860 -2.35802 -1.17827
H -4.04429 -4.32536 -1.52830
H -6.38551 -3.55176 -1.06203
H -6.22721 -0.90914 -0.48487
H -3.57623 -0.26398 -0.66670
H -2.30446 -2.51745 -1.32618
*
```

Lowest unoccupied orbital energy in hartree: 0.1158
Orbital gap in eV: 8.0
HOMO energy in eV: -4.80

No. 5
C8H17B | ωB97M-V/def2-TZVPD

ORCA input file:
```
! wB97M-V def2-TZVPD RIJCOSX def2/J DEFGRID3
* xyz 0 1
C 0.65417 0.87840 -1.77006
C -0.55861 0.03279 -1.53915
C -0.54653 -1.29517 -2.21729
C -0.87645 0.04236 0.03143
B -0.49854 1.39648 0.50662
C -0.17416 1.15893 2.03808
C 1.10373 0.37890 1.95960
C 0.92799 -0.95958 1.14761
C -0.55510 -1.14963 0.84277
H 1.70027 0.63151 -1.31035
H 0.46670 1.85113 -1.40738
H 0.80277 1.14392 -2.78884
H -1.51032 0.51700 -1.86029
H 0.38792 -1.66059 -2.32125
H -0.95229 -1.27276 -3.29197
H -1.15846 -1.95400 -1.58937
H -1.99356 0.10805 -0.06958
H -0.65479 2.43814 0.06479
H -0.88219 0.54845 2.35520
H 0.13663 1.92974 2.94406
H 1.58257 0.22587 2.92137
H 1.74358 1.10958 1.45833
H 1.48657 -0.94111 0.24238
H 1.14547 -1.84661 1.67922
H -0.60806 -2.11979 0.27640
H -1.16934 -1.19201 1.69765
*
```

SMILES: CC(C)[C@@H]1BCCCC1
Relative energy (zero: lowest compared OMol25 entry of this formula, charge and spin) in kJ/mol: 173.0
Lowest unoccupied orbital energy in hartree: 0.0285
Orbital gap in eV: 10.2
HOMO energy in eV: -9.39

No. 6
C8H17IN2 | ωB97M-V/def2-TZVPD

ORCA input file:
```
! wB97M-V def2-TZVPD RIJCOSX def2/J DEFGRID3
* xyz 0 1
C -1.88002 0.53446 -1.38053
C -1.52786 2.69082 -0.18242
C -0.35409 -1.84396 0.31318
C 1.15158 -0.80543 1.98400
C -0.38506 0.67825 0.70668
C -0.87893 1.36208 -0.57733
C 1.53995 -0.49577 -0.48486
C 0.48386 -0.59272 0.62037
N 2.52015 -2.23877 -1.50024
N 2.45268 -1.58712 -0.44293
I 2.88886 1.19897 -0.22988
H -2.65736 0.13596 -0.73229
H -1.40147 -0.29171 -1.89927
H -2.35377 1.16091 -2.13368
H -2.39699 2.51607 0.44858
H -1.85101 3.23333 -1.06757
H -0.82619 3.31823 0.36220
H -0.71785 -1.85247 -0.70924
H 0.24472 -2.74083 0.46182
H -1.20814 -1.88977 0.98396
H 1.75484 0.05425 2.26626
H 1.79643 -1.68056 1.95893
H 0.39183 -0.95337 2.74797
H -1.25463 0.43866 1.32398
H 0.19475 1.42692 1.25362
H -0.02325 1.59642 -1.21910
H 1.08052 -0.38219 -1.47398
H 3.21646 -2.99065 -1.39821
*
```

Relative energy (zero: lowest compared OMol25 entry of this formula, charge and spin) in kJ/mol: 0.0
Lowest unoccupied orbital energy in hartree: -0.0003
Orbital gap in eV: 9.5
HOMO energy in eV: -9.47

Number 1: total energy -12646.6700 eV, maximum force 4.8 eV/Å. Number 2: total energy -139245.7802 eV, maximum force 4.2 eV/Å. Number 3: total energy -16424.8211 eV, maximum force 3.5 eV/Å. Number 4: total energy -18705.6741 eV, maximum force 0.2 eV/Å. Number 5: total energy -9244.9546 eV, maximum force 6.3 eV/Å. Number 6: total energy -19651.6783 eV, maximum force 2.0 eV/Å.